w.
21
Properties=species:S:1:pos:R:3 method="wB97M-V/def2-TZVPD" lumo_ev=-9.04 charge=+1 homo_energy_ev=-14.367
N -1.645 1.273 -1.624
C -0.884 1.963 -0.599
C -0.246 0.979 0.354
N -0.410 -0.394 -0.046
C -0.104 -2.756 -0.167
C 0.272 -1.432 0.545
C 1.739 -1.268 0.914
O 0.277 1.299 1.363
H 3.078 2.935 -1.524
H -1.402 1.637 -2.546
H 3.320 3.421 -1.976
H -0.052 2.544 -0.994
H -1.516 2.654 -0.052
H -1.464 0.272 -1.691
H 0.278 -2.714 -1.188
H 0.412 -3.595 0.290
H -1.185 -2.848 -0.149
H -0.294 -1.475 1.523
H 2.061 -2.082 1.554
H 2.378 -1.230 0.028
H 1.941 -0.353 1.463

x.
21
Properties=species:S:1:pos:R:3 method="wB97M-V/def2-TZVPD" lumo_ev=-3.38 charge=+1 homo_energy_ev=-13.901
C 2.348 -1.463 -1.451
C 1.848 -0.270 -0.651
N 1.018 -0.658 0.483
C -0.201 -0.208 0.794
O -0.861 -0.651 1.716
C -0.739 0.996 -0.010
C -1.317 0.522 -1.338
N -1.897 1.481 0.899
H 1.559 -1.905 -2.071
H 2.808 -2.293 -0.914
H 3.065 -1.138 -2.208
H 1.300 0.337 -1.368
H 2.646 0.397 -0.313
H 1.328 -1.406 1.079
H -0.048 1.835 0.002
H -1.138 -0.559 -1.420
H -0.803 0.950 -2.194
H -2.398 0.506 -1.460
H -1.707 2.464 1.116
H -2.822 1.324 0.513
H -1.923 1.037 1.824

y.
21
Properties=species:S:1:pos:R:3 method="wB97M-V/def2-TZVPD" lumo_ev=-3.67 charge=+1 homo_energy_ev=-13.009
N 0.959 -1.850 0.225
C 0.550 -0.687 -0.354
C 0.769 -0.378 -1.653
N 1.657 -1.227 -2.452
C 0.149 0.367 0.637
C -1.246 0.966 0.360
C -1.766 1.807 1.503
O -1.727 1.053 2.732
H 0.785 -1.979 1.208
H 1.101 -2.706 -0.292
H 0.155 0.370 -2.122
H 1.217 -1.768 -3.212
H 2.383 -0.681 -2.939
H 2.160 -1.859 -1.834
H 0.016 -0.118 1.608
H 0.936 1.113 0.698
H -1.928 0.123 0.196
H -1.225 1.475 -0.609
H -1.213 2.730 1.673
H -2.816 2.039 1.404
H -0.915 1.209 3.221

Which of them is the most stable? Correct choice: x.

w.
18
Properties=species:S:1:pos:R:3 method="wB97M-V/def2-TZVPD" lumo_ev=4.15 charge=-1 homo_energy_ev=-3.057
C 1.816 -1.519 1.508
C 0.604 -0.893 0.891
C -0.257 -1.672 0.172
N 0.606 0.462 1.075
H 1.573 -1.630 2.581
H 2.691 -0.836 1.438
H 2.072 -2.548 1.146
H -1.233 -1.280 -0.238
H -0.074 -2.747 0.199
H 0.913 0.676 2.021
H -0.408 0.935 0.621
N -1.547 2.066 -2.336
C -0.779 1.301 -1.330
O -1.321 1.374 -0.050
H -1.963 2.895 -1.913
H -2.271 1.519 -2.767
H -0.695 0.233 -1.631
H 0.273 1.661 -1.389

x.
18
Properties=species:S:1:pos:R:3 method="wB97M-V/def2-TZVPD" lumo_ev=2.94 charge=-1 homo_energy_ev=-2.612
C -0.317 -0.468 0.040
C 0.267 -0.238 1.415
C 0.529 1.301 1.626
N -0.672 2.169 1.417
N 0.319 -1.285 -0.904
C -0.182 -1.300 -2.289
O 0.295 -0.339 -3.034
H -0.279 0.647 -0.467
H -1.373 -0.649 0.124
H -0.338 -0.671 2.208
H 1.220 -0.754 1.566
H 0.587 1.818 0.643
H 1.238 1.391 2.493
H -1.325 2.106 2.218
H -0.127 1.244 -1.012
H 1.323 -1.170 -1.079
H -1.306 -1.457 -2.264
H 0.143 -2.345 -2.700

Which of them is the most stable? Correct choice: w.